Computed, not measured: a cluster of 2 separate species, C3H8NO3 in total in a non-equilibrium geometry, with ωB97M-V/def2-TZVPD.

Output
* gap between HOMO and LUMO: 8.990 eV
* total charge: -1
* ΔE to the lowest compared entry with this formula, charge and spin: 0.649 eV

Each line ends with the natural charge from an NBO analysis.
Element x y z (Å)
1 O -0.58265 1.39340 0.59581  -0.7619
2 C -0.53708 1.18705 -0.62978  0.7729
3 O -0.18371 0.11598 -1.21696  -0.7993
4 C -0.81376 2.38973 -1.53051  -0.7249
5 H -1.13240 2.06537 -2.52048  0.1991
6 H -1.57423 3.03571 -1.08392  0.2000
7 H 0.10025 2.98620 -1.57452  0.2065
8 N 1.26012 -1.10408 1.59286  -0.9147
9 C 0.64992 -2.18409 0.84069  0.1093
10 O -0.64680 -1.89351 0.37526  -0.7964
11 H 0.83276 -0.20962 1.37568  0.4095
12 H 1.39813 -1.23191 2.57919  0.3417
13 H 1.30110 -2.39934 -0.01247  0.1224
14 H 0.51329 -3.05586 1.48825  0.1304
15 H -0.58494 -1.09502 -0.27910  0.5054

---

Computed, not measured: a cluster of 3 separate species, C3H8NO3 in total in a non-equilibrium geometry, with ωB97M-V/def2-TZVPD.

Output
* gap between HOMO and LUMO: 10.296 eV
* total charge: +1
* ΔE to the lowest compared entry with this formula, charge and spin: 3.574 eV

Each line ends with the natural charge from an NBO analysis.
Element x y z (Å)
1 C -1.46326 2.29214 -0.53643  -0.1777
2 C -1.09200 0.88399 -0.53715  0.7340
3 C 1.59210 -0.98179 0.87991  0.2004
4 N 0.83180 0.07168 0.84551  -0.6288
5 O -0.13742 1.68662 -0.89148  -0.4730
6 O -1.49544 -0.24229 -0.70515  -0.5252
7 O 0.21868 -2.49497 -0.18122  -0.9470
8 H -1.89410 2.76584 -1.37992  0.2409
9 H -1.50684 2.83672 0.51214  0.2272
10 H 2.49539 -0.91993 0.24286  0.2351
11 H 1.47066 -1.70817 1.64950  0.2415
12 H 0.01454 0.16007 1.27803  0.4036
13 H 1.07196 0.85322 0.18119  0.4478
14 H -0.69926 -2.27750 -0.37170  0.5159
15 H 0.59320 -2.92564 -0.98609  0.5049

---

Computed, not measured: a structure of composition C3H8NO3 in a non-equilibrium geometry, with ωB97M-V/def2-TZVPD.

Output
* gap between HOMO and LUMO: 10.517 eV
* total charge: +1
* ΔE to the lowest compared entry with this formula, charge and spin: 3.332 eV

Each line ends with the natural charge from an NBO analysis.
Element x y z (Å)
1 C -1.20086 0.55640 0.76908  0.3813
2 C 1.16449 -0.15579 0.50892  -0.1171
3 C -0.21336 -0.25634 -0.05070  0.2945
4 N -0.27580 0.02577 -1.45652  -0.7235
5 O -1.78445 1.50724 0.35918  -0.4502
6 O 1.42058 1.22210 0.40484  -0.7317
7 O -0.78886 -1.95000 -0.12637  -0.6971
8 H -1.34578 0.37802 1.90480  0.1812
9 H 1.87950 -0.63178 -0.16487  0.2131
10 H 1.12196 -0.50725 1.60949  0.2293
11 H -0.75509 0.97742 -1.70058  0.4873
12 H 0.56617 -0.07915 -1.99525  0.4592
13 H -0.94620 -0.49758 -2.06097  0.4805
14 H 1.85896 1.59958 1.23071  0.5200
15 H -0.70127 -2.18866 0.76823  0.4730

---

Computed, not measured: a structure of composition C3H8NO3P in a non-equilibrium geometry, with ωB97M-V/def2-TZVPD.

Output
* gap between HOMO and LUMO: 10.053 eV
* ΔE to the lowest compared entry with this formula, charge and spin: 1.972 eV

Each line ends with the natural charge from an NBO analysis.
Element x y z (Å)
1 C -0.06350 1.21494 -0.10981  -0.5037
2 C 0.04456 0.96460 1.35931  -0.0552
3 C -0.78238 0.11670 -0.77282  0.2013
4 N -0.17918 -0.70046 -1.52840  -0.7203
5 O 2.62508 -1.65661 2.74328  -1.0764
6 O 0.90819 -2.17771 0.49168  -0.9616
7 O 1.20784 0.26484 1.69343  -0.8436
8 P 1.26006 -1.28016 2.50245  1.5725
9 H -0.65065 2.04389 -0.23166  0.2237
10 H 0.94770 1.24090 -0.63002  0.2530
11 H 0.03054 1.97453 1.73100  0.1834
12 H -0.78830 0.39403 1.78112  0.1707
13 H -1.88232 -0.03325 -0.65371  0.1580
14 H -0.50921 -1.44325 -2.09525  0.3792
15 H 1.86830 -2.41498 0.21366  0.5136
16 H 0.48763 -1.58291 -0.16125  0.5052

---

Computed, not measured: a structure of composition C3H8NO3P in a non-equilibrium geometry, with ωB97M-V/def2-TZVPD.

Output
* gap between HOMO and LUMO: 10.223 eV
* ΔE to the lowest compared entry with this formula, charge and spin: 2.070 eV

Each line ends with the natural charge from an NBO analysis.
Element x y z (Å)
1 C 1.27394 0.66623 1.93096  -0.7048
2 C 0.68746 0.17147 0.68851  0.6144
3 C 1.73528 -0.22438 -0.36169  -0.7403
4 N -3.29518 -0.39910 -0.83197  -1.3040
5 O -1.51269 0.94296 -2.02474  -0.9496
6 O -1.03413 -1.57827 -1.93787  -1.0480
7 O -0.48889 0.14117 0.43214  -0.5857
8 P -1.85641 -0.48943 -1.44089  2.3256
9 H 0.87167 1.19057 2.69682  0.2435
10 H 2.25783 1.05764 1.84160  0.2324
11 H 2.73766 -0.00459 -0.04383  0.2277
12 H 1.65567 -1.34347 -0.47003  0.2626
13 H 1.23101 0.12792 -1.33997  0.2714
14 H -3.65373 -1.29766 -0.46444  0.4004
15 H -2.29387 1.30670 -1.50855  0.5155
16 H 1.68439 -0.26776 2.83395  0.2390

---

Computed, not measured: the ion C3H8NOS with charge -1 in a non-equilibrium geometry, with ωB97M-V/def2-TZVPD.

Output
* structure (SMILES): [O-]CNCCS
* gap between HOMO and LUMO: 6.525 eV
* total charge: -1
* ΔE to the lowest compared entry with this formula, charge and spin: 3.654 eV

Each line ends with the natural charge from an NBO analysis.
Element x y z (Å)
1 C 0.41892 -0.78611 -0.74169  -0.2472
2 C 1.32199 -0.00087 0.22310  -0.6435
3 S 2.30985 1.22402 -0.73680  -0.1316
4 N -1.03234 -1.05607 -0.28984  -0.6872
5 C -1.81460 0.20978 0.42313  0.1291
6 O -1.02903 1.12756 1.13515  -0.9407
7 H 0.40651 -0.14403 -1.74052  0.1688
8 H 0.96892 -1.71716 -0.97612  0.1609
9 H 1.69924 -0.78481 0.92959  0.1927
10 H 0.64203 0.88626 0.87805  0.3663
11 H 1.68539 2.33825 -0.19178  0.1347
12 H -0.69042 -1.52872 0.55060  0.3070
13 H -2.33220 0.52295 -0.50944  0.0896
14 H -2.55426 -0.29105 1.04657  0.1011

---

Which value of ΔE to the lowest compared entry with this formula, charge and spin does entry 1 give? 0.649 eV